{"formula": "C8H11N4O", "method": "wB97M-V/def2-TZVPD", "symbols": ["C", "C", "C", "C", "C", "C", "C", "C", "N", "N", "N", "N", "O", "H", "H", "H", "H", "H", "H", "H", "H", "H", "H", "H"], "coordinates": [[1.91, 0.67, -0.07], [0.72, 1.27, -0.43], [2.06, -0.69, 0.08], [-0.07, -0.84, -0.38], [-1.71, 1.03, -0.27], [0.59, 2.76, -0.62], [3.33, -1.31, 0.57], [-3.02, -2.22, 0.27], [1.00, -1.52, -0.34], [-2.59, 0.07, -0.01], [-0.39, 0.48, -0.32], [-2.50, -1.17, -0.47], [-1.85, 2.21, -0.31], [2.90, 1.29, 0.08], [1.53, 3.27, -0.73], [-0.05, 3.19, 0.22], [-0.03, 2.92, -1.48], [4.14, -0.76, 0.22], [3.55, -2.28, 0.25], [3.40, -1.30, 1.67], [-3.21, -3.11, -0.32], [-3.97, -1.90, 0.72], [-2.32, -2.32, 1.07], [-3.40, 0.28, 0.60]], "mulliken_charge": [-0.651, 0.900, 0.737, 0.362, 0.338, -1.410, -1.313, -0.676, -0.384, 0.217, 0.023, -0.486, -0.497, 0.256, 0.406, 0.341, 0.446, 0.419, 0.404, 0.302, 0.268, 0.322, 0.331, 0.345], "e_lumo_ev": [-5.07, -5.09], "charge": 1, "spin_multiplicity": 1}

{"formula": "C29H40N10OSTi", "method": "wB97M-V/def2-TZVPD", "symbols": ["Ti", "C", "C", "N", "C", "C", "N", "C", "C", "C", "N", "C", "C", "N", "C", "H", "H", "H", "H", "H", "H", "H", "H", "H", "H", "H", "H", "H", "H", "H", "H", "H", "H", "H", "H", "H", "H", "H", "H", "O", "N", "C", "C", "N", "C", "N", "C", "C", "C", "C", "C", "C", "N", "C", "C", "C", "C", "C", "C", "H", "H", "H", "H", "H", "H", "H", "H", "H", "H", "C", "N", "C", "C", "N", "C", "S", "H", "H", "H", "H", "H", "H"], "coordinates": [[-0.37, -0.02, -0.17], [3.33, -0.63, -0.92], [2.77, 0.27, -2.03], [1.36, 0.66, -1.82], [0.75, 1.28, -3.01], [-0.62, 1.85, -2.66], [-1.40, 0.92, -1.80], [-2.41, 0.10, -2.52], [-1.85, -1.05, -3.37], [-0.63, -1.83, -2.85], [-0.48, -1.91, -1.37], [0.72, -2.73, -1.05], [1.22, -2.47, 0.37], [1.33, -1.01, 0.62], [2.71, -0.46, 0.47], [4.39, -0.40, -0.81], [3.28, -1.68, -1.21], [2.83, -0.25, -2.98], [3.38, 1.17, -2.12], [1.38, 1.39, -1.11], [0.66, 0.53, -3.79], [1.37, 2.08, -3.41], [-1.17, 2.09, -3.56], [-0.48, 2.78, -2.10], [-1.90, 1.50, -1.12], [-3.01, 0.74, -3.16], [-3.08, -0.30, -1.76], [-1.58, -0.68, -4.36], [-2.68, -1.74, -3.51], [0.29, -1.38, -3.21], [-0.67, -2.83, -3.27], [-1.30, -2.36, -0.98], [1.49, -2.46, -1.77], [0.52, -3.80, -1.18], [2.19, -2.96, 0.50], [0.54, -2.90, 1.08], [1.10, -0.81, 1.60], [3.35, -0.95, 1.20], [2.67, 0.59, 0.75], [0.08, 1.70, 0.45], [-0.97, 2.48, 0.59], [-0.74, 3.65, 1.05], [0.59, 4.08, 1.43], [1.67, 4.36, 1.70], [-1.89, 4.53, 1.19], [-2.80, 5.23, 1.27], [-6.05, -0.52, 0.47], [-5.33, 0.65, 0.29], [-3.95, 0.65, 0.43], [-3.26, -0.52, 0.75], [-3.99, -1.69, 0.93], [-5.37, -1.70, 0.79], [-1.83, -0.54, 0.95], [-1.56, -0.56, 2.38], [-1.10, -1.71, 3.02], [-0.92, -1.74, 4.40], [-1.22, -0.63, 5.16], [-1.71, 0.51, 4.55], [-1.88, 0.55, 3.17], [-7.13, -0.52, 0.39], [-5.85, 1.57, 0.07], [-3.41, 1.58, 0.35], [-3.47, -2.60, 1.21], [-5.92, -2.62, 0.95], [-0.95, -2.61, 2.43], [-0.55, -2.65, 4.86], [-1.08, -0.66, 6.24], [-1.96, 1.38, 5.14], [-2.29, 1.43, 2.70], [3.92, -0.01, 5.62], [4.07, 1.15, 4.74], [5.13, 2.05, 4.78], [4.86, 3.01, 3.88], [3.65, 2.67, 3.29], [3.14, 1.54, 3.83], [1.68, 0.75, 3.48], [4.42, 0.21, 6.57], [4.36, -0.90, 5.17], [2.86, -0.18, 5.78], [5.97, 1.92, 5.44], [5.42, 3.89, 3.60], [3.09, 3.29, 2.72]], "mulliken_charge": [-0.407, -0.682, -1.030, 0.585, -1.057, -0.799, 0.429, -0.367, -1.039, -0.756, 0.099, -1.022, -0.527, 0.423, -0.890, 0.530, 0.285, 0.327, 0.474, 0.210, 0.466, 0.605, 0.453, 0.332, 0.220, 0.493, 0.050, 0.309, 0.452, 0.258, 0.563, 0.269, 0.370, 0.496, 0.504, 0.117, -0.329, 0.631, 0.294, -0.504, 0.007, 0.763, 0.167, -0.667, -0.236, -0.456, -0.638, -0.968, 0.630, -0.658, -0.250, -0.860, 1.403, -0.160, 0.123, -0.865, -0.653, -0.807, 0.112, 0.418, 0.476, 0.219, 0.362, 0.442, 0.362, 0.435, 0.437, 0.415, 0.312, -0.866, 0.292, -0.361, -0.555, 0.277, -0.557, -0.064, 0.361, 0.265, 0.312, 0.448, 0.423, 0.326], "e_lumo_ev": [-2.85, -2.84], "charge": 1, "spin_multiplicity": 2}

{"formula": "C2H7Br2N2", "method": "wB97M-V/def2-TZVPD", "symbols": ["C", "C", "N", "N", "Br", "Br", "H", "H", "H", "H", "H", "H", "H"], "coordinates": [[1.41, 1.27, -0.87], [-1.81, -1.28, 0.27], [2.68, 1.49, -0.83], [-2.38, -1.54, 1.40], [0.42, -0.16, 0.95], [-2.35, 0.04, -0.90], [0.85, 2.04, -0.41], [0.94, 0.46, -1.55], [-1.30, -2.09, -0.23], [3.13, 2.36, -0.36], [-3.15, -1.11, 1.98], [3.40, 0.85, -1.35], [-1.84, -2.33, 1.90]], "mulliken_charge": [-0.362, -0.117, -0.274, -0.255, -0.295, 0.019, 0.391, 0.291, 0.422, 0.300, 0.274, 0.290, 0.316], "e_lumo_ev": -4.03, "charge": 1, "spin_multiplicity": 1}

Electronic energy list, top to bottom, in hartree: -605.28678; -2999.36929; -5337.63905
Strongest force on any atom list, top to bottom, in eV Å⁻¹: 4.3; 2.4; 4.0